{
  "formula": "C29H40Br2IrN4O3Si",
  "method": "ωB97M-V/def2-TZVPD",
  "elements": ["Ir", "Br", "C", "C", "C", "C", "O", "C", "C", "N", "C", "C", "C", "C", "C", "C", "C", "C", "N", "C", "C", "H", "H", "H", "H", "H", "H", "H", "H", "H", "H", "N", "N", "C", "O", "O", "H", "H", "H", "C", "C", "C", "C", "Si", "Br", "C", "C", "C", "C", "C", "C", "C", "C", "H", "H", "H", "H", "H", "H", "H", "H", "H", "H", "H", "H", "H", "H", "H", "H", "H", "H", "H", "H", "H", "H", "H", "H", "H", "H", "H"],
  "positions_angstrom": [[-0.6788, 2.8104, 0.0359], [3.9277, 2.7257, 5.9265], [2.4718, 2.6355, 4.7120], [1.1263, 2.5672, 5.1471], [0.0975, 2.6201, 4.2537], [0.3308, 2.8065, 2.8742], [-0.6934, 3.0379, 2.0808], [1.7195, 2.7945, 2.3960], [2.0938, 2.9091, 1.0333], [1.2724, 2.8590, -0.0401], [1.7489, 2.8252, -1.3271], [3.0842, 2.7012, -1.7277], [3.4474, 2.6239, -3.0735], [2.4707, 2.5320, -4.0592], [1.0895, 2.6270, -3.7490], [0.0327, 2.5740, -4.6700], [-1.2774, 2.8011, -4.2520], [-1.5417, 3.0028, -2.9021], [-0.5547, 2.9153, -1.9794], [0.7274, 2.7739, -2.3641], [2.7697, 2.6814, 3.3540], [0.8801, 2.4377, 6.1781], [-0.9148, 2.5263, 4.6160], [3.1524, 3.1190, 0.8437], [3.8482, 2.6298, -0.9666], [4.5016, 2.5944, -3.3159], [2.7630, 2.3426, -5.1040], [0.2529, 2.3938, -5.7187], [-2.0886, 2.7591, -4.9654], [-2.5283, 3.2148, -2.5218], [3.8195, 2.6558, 3.0519], [-2.6751, 2.9804, 0.3869], [-3.0450, 4.2843, 0.0092], [-2.0187, 5.2567, 0.0828], [-2.4682, 6.4220, 0.1350], [-0.7772, 4.8125, 0.1012], [-3.2548, 2.3095, -0.1280], [-2.8165, 2.8213, 1.3934], [-4.0144, 4.5985, 0.2076], [0.8737, -4.2802, -1.5541], [0.9767, -2.7924, -1.2021], [2.3855, -2.5534, -0.6269], [0.8437, -1.9108, -2.4779], [-0.4297, -2.3770, 0.0896], [-0.5004, 0.0022, 0.0641], [-2.2101, -2.8730, -0.4334], [-2.4045, -2.6658, -1.9489], [-3.2744, -2.0071, 0.2710], [-2.4232, -4.3770, -0.1146], [0.0579, -2.8162, 1.9359], [1.1478, -1.8500, 2.4526], [-1.1565, -2.6324, 2.8608], [0.5011, -4.2654, 2.0818], [1.5504, -4.4885, -2.4118], [-0.1258, -4.5751, -1.9304], [1.0955, -4.9593, -0.7115], [3.1379, -2.7478, -1.4345], [2.6232, -3.2105, 0.2353], [2.5363, -1.5081, -0.3173], [1.7153, -2.0763, -3.1278], [0.8640, -0.8375, -2.2292], [-0.0886, -2.1096, -3.0658], [-2.3588, -1.5891, -2.2330], [-3.4093, -3.0203, -2.2496], [-1.7052, -3.2315, -2.5814], [-3.2121, -0.9546, -0.0492], [-3.2566, -2.0179, 1.3689], [-4.2760, -2.3642, -0.0422], [-1.8208, -5.0443, -0.7782], [-3.4828, -4.6383, -0.2847], [-2.1825, -4.5888, 0.9210], [0.7895, -0.8104, 2.5070], [2.0723, -1.8474, 1.8545], [1.4203, -2.1556, 3.4786], [-1.5294, -1.6138, 2.8813], [-0.8700, -2.9209, 3.8974], [-1.9852, -3.3177, 2.5738], [1.3637, -4.5104, 1.4432], [-0.3069, -4.9733, 1.7998], [0.7733, -4.4726, 3.1338]],
  "charge": 1,
  "gap_ev": [5.15, 4.77],
  "homo_energy_ev": [-8.7150, -10.8872],
  "e_lumo_ev": [-3.563, -6.121],
  "energy_ev": -193619.787,
  "spin_multiplicity": 5
}

{
  "formula": "C3H5Cl3S",
  "method": "ωB97M-V/def2-TZVPD",
  "elements": ["C", "C", "Cl", "Cl", "C", "S", "Cl", "H", "H", "H", "H", "H"],
  "positions_angstrom": [[-1.7293, -0.2592, -0.0166], [-0.2739, -0.6271, -0.1099], [0.1515, -1.7971, 1.1735], [0.0947, -1.3642, -1.6807], [0.7885, 0.6416, 0.0998], [2.4148, -0.0290, 0.5441], [3.5558, 1.5237, -0.0930], [-2.3247, -1.1412, -0.2524], [-1.9666, 0.0611, 0.9924], [-1.9720, 0.5300, -0.7212], [0.4039, 1.2710, 0.8996], [0.8573, 1.1905, -0.8355]],
  "gap_ev": 9.41,
  "smiles": "CC(Cl)(Cl)CSCl",
  "homo_energy_ev": -9.0384,
  "e_lumo_ev": 0.369,
  "energy_ev": -51594.600,
  "e_above_lowest_kcal_mol": 0.0,
  "spin_multiplicity": 1
}

{
  "formula": "C36H57F10N2O15P3S4",
  "method": "ωB97M-V/def2-TZVPD",
  "elements": ["C", "S", "O", "O", "N", "C", "C", "C", "C", "C", "C", "C", "F", "F", "C", "F", "F", "S", "F", "F", "F", "F", "F", "C", "C", "C", "C", "S", "C", "F", "S", "C", "C", "C", "C", "C", "O", "O", "C", "P", "N", "C", "C", "O", "O", "C", "O", "C", "H", "H", "H", "H", "H", "H", "H", "H", "H", "H", "H", "H", "H", "H", "H", "H", "H", "H", "H", "H", "H", "H", "H", "H", "H", "H", "H", "C", "C", "O", "P", "O", "O", "C", "C", "O", "C", "C", "H", "H", "H", "H", "H", "H", "H", "H", "H", "H", "H", "H", "H", "H", "H", "C", "C", "O", "P", "O", "O", "C", "C", "O", "C", "C", "H", "H", "H", "H", "H", "H", "H", "H", "H", "H", "H", "H", "H", "H", "H"],
  "positions_angstrom": [[3.4874, -3.5650, 1.1094], [3.5277, -1.6967, 0.9774], [3.9423, -1.0772, 2.3667], [4.6745, -1.2482, -0.0095], [2.0068, -0.9495, 0.5557], [0.8140, -1.8380, 0.8332], [0.2494, -2.9905, -0.2351], [-1.0640, -3.9408, 0.0299], [-1.8653, -3.7042, 1.4656], [-3.2360, -4.6222, 1.7427], [-4.4990, -3.6711, 1.3120], [-5.9577, -4.4435, 1.2672], [-6.0324, -5.1659, 2.5965], [-7.1286, -3.4890, 1.3307], [-6.1032, -5.6077, 0.1410], [-7.5138, -6.1378, 0.2589], [-5.2335, -6.8132, 0.4128], [-5.8372, -5.1378, -1.6306], [-7.5414, -5.3041, -1.9002], [-5.7034, -6.8437, -1.9936], [-4.1325, -5.0413, -1.5099], [-6.0897, -3.4668, -1.3999], [-5.6774, -4.8216, -3.3120], [-1.3829, -2.5959, 2.5730], [-2.1915, -2.3962, 3.9851], [-3.2381, -1.1281, 3.9471], [-2.5934, 0.2505, 4.6391], [-2.9454, 1.6450, 3.4186], [-0.0579, -1.6906, 2.2343], [0.3930, -0.6899, 3.2291], [1.2481, -3.1006, -1.8605], [1.6449, -1.2637, -2.2069], [1.5944, -0.6470, -3.7316], [1.2079, -1.5296, -5.0717], [2.0985, -2.8962, -5.2632], [1.0806, -4.2060, -5.4483], [-0.0197, -4.3991, -4.6699], [1.3205, -5.2830, -6.4592], [1.9175, 0.9744, -3.8867], [1.8692, 1.9319, -5.5514], [0.4185, 1.5685, -6.2380], [2.2810, 1.8917, -2.5366], [2.5801, 3.5336, -2.6255], [1.2420, 4.1382, -2.9307], [0.2950, 3.4164, -2.3852], [2.3348, 1.2453, -0.9979], [2.6617, 2.0721, 0.2059], [1.9995, -0.3705, -0.8417], [4.5977, -3.9047, 1.3877], [2.8127, -3.9754, 1.9880], [3.2419, -4.0840, 0.0893], [-1.3740, -4.7242, -0.7871], [-3.2213, -4.9191, 2.8958], [-3.0938, -5.5887, 1.0985], [-4.6029, -2.8495, 2.1721], [-4.2496, -3.0623, 0.3333], [-1.3613, -2.1735, 4.8127], [-2.7777, -3.3482, 4.3422], [-3.6462, -0.9308, 2.8574], [-4.1479, -1.4246, 4.6374], [-1.4454, 0.1084, 4.8611], [-3.2294, 0.4971, 5.6144], [-4.1583, 1.2436, 2.7976], [0.0513, -1.8081, -4.9729], [1.2893, -0.9195, -6.0826], [2.7207, -2.8596, -6.2809], [2.8572, -3.0235, -4.3791], [0.3853, -5.6099, -6.6771], [2.9959, 1.6181, -6.3948], [1.8597, 3.3742, -5.3485], [-0.1324, 2.4726, -6.3392], [3.3925, 3.7914, -3.4275], [2.8828, 3.9796, -1.5602], [-0.4916, 3.3189, -3.0192], [1.8873, 2.0385, 0.8407], [-5.1338, 3.7189, -2.0709], [-4.5539, 3.2153, -3.3788], [-4.7737, 4.1326, -4.4367], [-3.9959, 5.5895, -4.3778], [-2.6225, 4.9827, -4.7563], [-4.2857, 6.1038, -5.9342], [-3.2226, 6.6945, -6.6719], [-2.6956, 5.7001, -7.6941], [-5.5303, 6.2674, -3.9548], [-6.6621, 6.3274, -4.8181], [-7.4142, 5.0165, -4.9554], [-4.6160, 4.6235, -1.7365], [-5.0415, 2.9597, -1.2895], [-6.1904, 3.9781, -2.1842], [-3.4825, 3.0109, -3.2768], [-5.0439, 2.2771, -3.6564], [-2.4278, 7.0459, -6.0061], [-3.6202, 7.5758, -7.1888], [-2.4888, 4.7257, -7.2468], [-1.7803, 6.0732, -8.1636], [-3.4413, 5.5289, -8.4760], [-6.4173, 6.7478, -5.7960], [-7.3430, 7.0507, -4.3546], [-6.8701, 4.3070, -5.5842], [-8.3886, 5.1826, -5.4277], [-7.5765, 4.5475, -3.9811], [5.5579, 1.5207, 4.3651], [5.4353, 0.0932, 4.8626], [6.3891, -0.1934, 5.8712], [6.2401, 0.5781, 7.3250], [5.0317, -0.2821, 7.7691], [7.3142, -0.3308, 8.2147], [6.9457, -0.7415, 9.5257], [6.5717, -2.2151, 9.5134], [7.5903, 1.5392, 6.8288], [8.9158, 1.0508, 6.6433], [9.1283, 0.2968, 5.3436], [5.3126, 2.2336, 5.1587], [4.8825, 1.6959, 3.5232], [6.5808, 1.7380, 4.0443], [4.4245, -0.1038, 5.2362], [5.6217, -0.5976, 4.0348], [6.1321, -0.1236, 9.9188], [7.8102, -0.5880, 10.1822], [5.8620, -2.4496, 8.7175], [6.1369, -2.5140, 10.4721], [7.4577, -2.8296, 9.3280], [9.2691, 0.4718, 7.4994], [9.5527, 1.9425, 6.6146], [8.6795, -0.6992, 5.3808], [10.1982, 0.1598, 5.1518], [8.6902, 0.8324, 4.4971]],
  "gap_ev": 5.86,
  "smiles": "CS(=O)(=O)N1c2c(cc(CCC(F)(F)C(F)(F)S(F)(F)(F)(F)F)c(CCCS)c2F)Sc2c(CCC(=O)O)c([PH2]=N)c(COO)c(O)c21.CCOP(=O)(OCC)OCC.CCOP(=O)(OCC)OCC",
  "homo_energy_ev": -8.5168,
  "e_lumo_ev": -2.659,
  "energy_ev": -170293.525,
  "spin_multiplicity": 1
}

{
  "formula": "C8H27O5",
  "method": "ωB97M-V/def2-TZVPD",
  "elements": ["O", "H", "H", "H", "C", "C", "C", "O", "H", "H", "H", "H", "H", "H", "H", "H", "C", "C", "C", "O", "H", "H", "H", "H", "H", "H", "H", "H", "C", "O", "H", "H", "H", "H", "C", "O", "H", "H", "H", "H"],
  "positions_angstrom": [[-0.1595, 1.2109, 0.8378], [-0.2010, 0.2587, 0.7223], [-1.0612, 1.5112, 0.9733], [0.2524, 1.5982, 0.0619], [-1.0788, -3.5742, 1.7320], [-0.6967, -2.0390, 1.9645], [0.7715, -1.7982, 2.2781], [-0.9006, -1.3077, 0.7762], [-0.9198, -3.9820, 0.7337], [-2.1526, -3.7182, 1.8512], [-0.6284, -4.2828, 2.4271], [-1.3003, -1.6939, 2.8039], [0.9005, -0.8787, 2.8489], [1.4757, -1.8827, 1.4505], [1.0870, -2.5261, 3.0256], [-1.3184, -1.9308, 0.1772], [1.0007, 0.0121, -2.3311], [2.0210, -0.8042, -1.5167], [3.3767, -1.1209, -2.1850], [2.3149, -0.0891, -0.3801], [0.6280, -0.6266, -3.1319], [1.5521, 0.8289, -2.7968], [0.2020, 0.4774, -1.7533], [1.5794, -1.7492, -1.2004], [3.2182, -1.5226, -3.1858], [3.9386, -1.8367, -1.5849], [4.0277, -0.2557, -2.3107], [3.1266, -0.5059, -0.0818], [-0.3574, 3.1411, -1.9343], [0.6108, 2.8374, -0.9036], [-0.1209, 2.8255, -2.9505], [-1.3017, 2.6821, -1.6416], [-0.4902, 4.2212, -1.9967], [1.4472, 3.2348, -1.1570], [-3.6164, 2.1461, 1.7318], [-2.5529, 2.3467, 0.7781], [-3.9972, 1.1256, 1.6908], [-3.2770, 2.3259, 2.7518], [-4.4609, 2.7965, 1.5038], [-2.9389, 2.5451, -0.0783]],
  "charge": 1,
  "gap_ev": 10.72,
  "homo_energy_ev": -13.1304,
  "e_lumo_ev": -2.412,
  "energy_ev": -18963.863,
  "e_above_lowest_kcal_mol": 25.6,
  "spin_multiplicity": 1
}

{
  "formula": "C31H28FN7O2PPbS3",
  "method": "ωB97M-V/def2-TZVPD",
  "elements": ["Pb", "C", "C", "C", "C", "C", "C", "C", "S", "O", "O", "N", "C", "C", "C", "C", "C", "N", "H", "H", "H", "H", "H", "H", "H", "H", "H", "H", "H", "N", "N", "N", "C", "N", "N", "H", "H", "H", "F", "C", "C", "C", "C", "C", "C", "H", "H", "H", "H", "S", "P", "S", "C", "C", "C", "C", "C", "C", "C", "C", "C", "C", "C", "C", "H", "H", "H", "H", "H", "H", "H", "H", "H", "H"],
  "positions_angstrom": [[-1.1173, 1.0249, 0.5006], [1.6098, 1.8775, -6.1582], [1.8419, 1.5187, -4.7106], [1.1982, 0.4270, -4.1285], [1.3879, 0.1163, -2.7904], [2.2428, 0.9035, -2.0288], [2.9051, 1.9931, -2.5866], [2.6994, 2.2889, -3.9229], [2.3567, 0.6144, -0.2966], [1.9567, -0.7332, -0.0181], [3.6049, 1.1217, 0.1837], [1.1282, 1.5207, 0.2728], [1.0631, 2.8851, 0.3422], [2.1094, 3.8240, 0.3097], [1.7830, 5.1606, 0.3725], [0.4476, 5.5729, 0.4759], [-0.5187, 4.6015, 0.5277], [-0.2113, 3.2891, 0.4699], [1.0776, 1.0857, -6.6838], [2.5539, 2.0635, -6.6742], [1.0132, 2.7910, -6.2321], [0.5409, -0.1920, -4.7321], [0.8887, -0.7276, -2.3332], [3.5921, 2.5806, -1.9843], [3.2193, 3.1303, -4.3705], [3.1330, 3.4747, 0.2536], [2.5737, 5.9026, 0.3428], [0.1781, 6.6214, 0.5161], [-1.5703, 4.8495, 0.6109], [-1.3203, 0.2549, 5.9842], [-1.0133, 0.9277, 4.8350], [-0.1327, 1.9141, 4.8251], [-0.0941, 2.1973, 3.5358], [-0.9242, 1.4004, 2.8438], [-1.5090, 0.5725, 3.6991], [-1.1436, 0.8188, 6.7965], [-2.2137, -0.2047, 5.9245], [0.5262, 2.9702, 3.1018], [-7.2919, 2.0282, 0.7769], [-5.9773, 1.8831, 0.6198], [-5.4937, 0.6797, 0.1451], [-4.1196, 0.5232, 0.0065], [-3.2916, 1.5850, 0.3422], [-3.7813, 2.7938, 0.8031], [-5.1535, 2.9474, 0.9407], [-6.1771, -0.1251, -0.0998], [-3.7290, -0.4169, -0.3682], [-3.1273, 3.6265, 1.0444], [-5.5843, 3.8774, 1.2944], [-2.4841, -4.2935, 1.3220], [-0.8309, -3.4149, 0.7704], [-1.5652, -1.4832, 1.0406], [0.5759, -3.7522, 1.8386], [1.4196, -2.7489, 2.3020], [2.4941, -3.0822, 3.1162], [2.7223, -4.4053, 3.4576], [1.8853, -5.4092, 2.9812], [0.8053, -5.0883, 2.1722], [-0.2834, -3.7423, -0.9116], [0.9693, -3.2935, -1.3278], [1.4129, -3.6033, -2.6048], [0.6146, -4.3580, -3.4555], [-0.6291, -4.8089, -3.0352], [-1.0829, -4.5056, -1.7569], [1.2468, -1.7182, 2.0151], [3.1558, -2.3047, 3.4808], [3.5562, -4.6602, 4.1018], [2.0703, -6.4433, 3.2426], [0.1414, -5.8623, 1.8081], [1.5984, -2.7225, -0.6501], [2.3890, -3.2640, -2.9339], [0.9716, -4.6089, -4.4478], [-1.2447, -5.4050, -3.6969], [-2.0446, -4.8613, -1.4068]],
  "charge": 1,
  "gap_ev": [5.82, 5.82],
  "homo_energy_ev": [-10.4547, -10.4541],
  "e_lumo_ev": [-4.633, -4.634],
  "energy_ev": -96878.722,
  "e_above_lowest_kcal_mol": 3.6,
  "spin_multiplicity": 1
}

{
  "formula": "C3H7NO",
  "method": "ωB97M-V/def2-TZVPD",
  "elements": ["N", "C", "O", "H", "H", "H", "C", "C", "H", "H", "H", "H"],
  "positions_angstrom": [[1.9561, -1.0613, -1.8500], [2.5462, -0.5917, -0.6983], [2.8803, 0.5588, -0.5892], [2.0853, -0.4873, -2.6720], [1.3505, -1.8536, -1.9488], [2.7680, -1.4161, 0.0013], [-1.8048, 0.4558, 1.0133], [-2.7586, 1.1254, 1.6317], [-0.8212, 0.9107, 0.9101], [-1.8241, -0.5067, 0.5183], [-2.5898, 2.0809, 2.1068], [-3.7881, 0.7850, 1.5769]],
  "gap_ev": 11.05,
  "smiles": "NC=O.C=C",
  "homo_energy_ev": -10.1779,
  "e_lumo_ev": 0.872,
  "energy_ev": -6761.047,
  "e_above_lowest_kcal_mol": 39.3,
  "spin_multiplicity": 1
}

{
  "formula": "C26H22FIN2O2S3",
  "method": "ωB97M-V/def2-TZVPD",
  "elements": ["C", "C", "C", "C", "C", "C", "C", "C", "C", "S", "C", "N", "C", "S", "C", "C", "N", "C", "O", "O", "C", "C", "C", "C", "I", "C", "C", "S", "H", "H", "H", "H", "H", "H", "H", "H", "H", "H", "H", "H", "H", "H", "H", "H", "H", "F", "C", "C", "C", "C", "C", "C", "H", "H", "H", "H", "H"],
  "positions_angstrom": [[1.2404, -0.7737, 3.8411], [0.9580, -0.0713, 2.9106], [0.6166, 0.7780, 1.8042], [1.5400, 1.6763, 1.2496], [2.9158, 1.7923, 1.8509], [2.9485, 2.3580, 3.2851], [4.1293, 1.7244, 4.0377], [3.1008, 3.9022, 3.2885], [1.1472, 2.4173, 0.1264], [2.2380, 3.6165, -0.6314], [-0.1311, 2.2820, -0.4157], [-0.5670, 3.0237, -1.5610], [-0.1448, 2.7280, -2.6622], [0.4083, 2.3698, -4.0689], [-1.0390, 1.4136, 0.1724], [-0.6744, 0.6620, 1.2788], [-1.6046, -0.2509, 1.8798], [-2.5625, 0.4218, 2.7367], [-2.2138, 0.0887, 4.0884], [-3.3204, 0.5379, 4.8693], [-2.2067, -1.1009, 0.8923], [-2.2129, -2.4745, 1.0857], [-2.8063, -3.3046, 0.1459], [-3.3785, -2.7466, -0.9854], [-4.2226, -4.0340, -2.4178], [-3.3688, -1.3819, -1.2121], [-2.7708, -0.5703, -0.2608], [-2.6703, 1.1879, -0.4943], [1.3481, -1.3405, 4.7355], [3.5626, 2.3964, 1.2223], [3.3471, 0.7852, 1.8640], [2.0438, 2.1127, 3.8351], [4.1664, 2.0770, 5.0678], [4.0390, 0.6353, 4.0408], [5.0661, 1.9587, 3.5253], [2.1479, 4.3698, 3.5482], [3.8060, 4.1989, 4.0640], [3.4062, 4.2968, 2.3210], [3.0643, 2.7668, -1.2629], [-2.5071, 1.5095, 2.6280], [-3.5875, 0.0935, 2.5641], [-2.9481, 1.2834, 5.3601], [-1.7482, -2.8720, 1.9784], [-2.7990, -4.3755, 0.2921], [-3.8040, -0.9488, -2.1020], [1.3180, -4.8258, -4.7427], [0.4915, -3.8775, -5.2279], [-0.7486, -3.7103, -4.6449], [-1.5929, -2.7314, -5.1473], [-1.1933, -1.9424, -6.2180], [0.0581, -2.1321, -6.7883], [0.9137, -3.1053, -6.2914], [-1.0441, -4.3375, -3.8138], [-2.5645, -2.5872, -4.6936], [-1.8562, -1.1807, -6.6062], [0.3715, -1.5213, -7.6245], [1.8949, -3.2671, -6.7170]],
  "gap_ev": 8.82,
  "homo_energy_ev": -8.6069,
  "e_lumo_ev": 0.213,
  "energy_ev": -77713.059,
  "spin_multiplicity": 1
}

Listing max |F| for the structures above in their given order: 3.600 2.774 9.768 2.787 0.996 1.402 0.945 eV Å⁻¹.